13
Properties=species:S:1:pos:R:3:mulliken_charge:R:1 method="wB97M-V/def2-TZVPD" homo_lumo_gap_ev=8.085 total_charge=-1 relative_energy_kj_mol=681.86 total_energy_ha=-394.40047 molar_mass_g_mol=104.09
O -1.86432 1.07587 -0.42432 -0.65
O -3.10903 -0.38448 0.56291 -0.76
N 1.34089 -1.24157 -0.17873 -0.52
N -0.99250 -0.82162 0.32021 -0.70
N -2.00474 -0.03213 0.17297 1.12
C 0.20703 -0.29234 -0.13674 0.13
C 0.80145 1.04313 0.51579 -1.30
H 1.60316 1.34699 -0.04159 0.34
H 1.12156 -2.25548 0.13732 0.22
H -0.03547 0.09073 -1.68860 0.11
H 1.91657 -1.21471 -1.09527 0.25
H 1.08054 0.86140 1.43557 0.45
H -0.06513 1.82422 0.42046 0.31

---

81
Properties=species:S:1:pos:R:3:mulliken_charge:R:1 method="wB97M-V/def2-TZVPD" homo_lumo_gap_ev=6.610 total_charge=0 total_energy_ha=-2361.55578 molar_mass_g_mol=777.84
Te -0.74349 1.48761 3.21659 0.25
Rb -1.39110 -1.21214 0.35239 0.76
S -2.19602 -2.17921 3.64232 -0.02
O 0.41258 -2.75059 -1.20260 -0.64
O -0.78337 -0.24748 -2.01381 -0.91
N -0.94852 1.90349 -0.08018 0.14
N -4.41468 -1.14464 1.60891 0.15
N -3.14835 -3.71023 0.93473 0.15
C -1.85702 2.81023 0.59820 -0.56
C 2.06389 2.62960 2.97251 -0.45
C 1.25921 -2.28145 -1.96117 -0.42
C 2.81426 -0.37917 -2.28560 -0.41
C -0.26432 5.77616 -2.54370 -0.82
C 3.14793 0.96054 -2.21284 -0.40
C 3.37254 2.73934 2.52106 -0.61
C 3.19287 -5.39041 -2.88381 -0.64
C 2.11538 -3.23860 -2.74404 0.49
C 0.83476 1.44857 -1.60814 1.34
C -0.42937 4.41740 -2.31912 -0.08
C -4.56823 -3.46971 0.74129 -0.95
C 2.13798 1.84827 -1.83072 -0.12
C 1.50631 -0.84639 -2.09781 1.24
C 4.56405 1.43318 -2.42984 -1.70
C 0.41887 0.08980 -1.91971 -1.10
C 0.44107 6.55344 -1.63437 -0.40
C 0.98454 5.96503 -0.50105 -0.91
C 0.08932 3.82758 -1.17185 -0.89
C 0.80686 4.60770 -0.26977 0.60
C -3.67537 -1.18712 4.00743 -0.95
C -2.88252 -3.86005 3.45414 -0.64
C -2.71942 -4.50096 2.07542 -0.97
C -5.16325 -2.39473 1.65303 -0.70
C 3.88794 1.78862 1.65028 -0.54
C 2.43534 -4.46989 -2.17905 -0.37
C 2.54037 -2.95069 -4.03694 -0.05
C 3.09139 0.73534 1.22758 -0.54
C -4.30571 -0.40289 2.85382 -0.13
C -1.42551 3.15018 2.02406 -1.22
C -0.09296 2.35879 -0.91437 0.21
C 3.61620 -5.09644 -4.17437 -0.34
C 3.28134 -3.88008 -4.75256 -0.83
C 1.77687 0.63402 1.66423 0.13
C 1.25618 1.58170 2.53703 -0.02
H 3.98849 3.56322 2.85914 0.39
H 4.90918 2.05795 -1.60175 0.33
H -4.69218 -3.14357 -0.29400 0.38
H -5.18908 -2.75366 2.67923 0.14
H 4.90855 1.87140 1.29859 0.40
H -2.77170 -4.14127 0.10085 0.25
H -0.96511 3.80344 -3.03357 0.50
H 2.27779 -2.00041 -4.48410 0.47
H -4.39501 -1.85065 4.48698 0.46
H 1.24774 4.13797 0.60320 0.39
H -5.17506 -4.38156 0.86759 0.34
H -3.23303 -5.47580 2.12735 0.33
H -1.65789 -4.70755 1.92436 0.39
H 5.24171 0.58362 -2.51888 0.36
H -4.80064 -0.54056 0.89471 0.26
H 3.59885 -3.65477 -5.76260 0.38
H -6.21379 -2.26456 1.36344 0.39
H 1.66626 3.35899 3.66789 0.42
H -3.68700 0.47319 2.64824 -0.21
H 1.17030 -0.17079 1.27046 0.09
H -2.35506 -4.48977 4.17103 0.46
H -0.59296 3.85219 2.02370 0.39
H -1.99193 3.75908 0.06511 0.33
H 3.47594 0.00281 0.53012 0.47
H 0.57519 7.61248 -1.81343 0.38
H -0.68102 6.23006 -3.43381 0.41
H -5.27639 -0.03535 3.22496 0.28
H -3.36744 -0.47055 4.76963 0.49
H 2.40740 2.88336 -1.64071 0.49
H 3.60546 -1.10341 -2.45244 0.42
H 1.55138 6.56231 0.20214 0.43
H -2.24941 3.60899 2.57060 0.60
H -3.92253 -3.83488 3.77167 0.31
H -2.83424 2.31695 0.62985 0.42
H 4.65547 2.02761 -3.34234 0.35
H 2.07747 -4.68332 -1.17985 0.39
H 4.20368 -5.81724 -4.72875 0.39
H 3.45176 -6.33968 -2.43223 0.38

---

109
Properties=species:S:1:pos:R:3:mulliken_charge:R:1 method="wB97M-V/def2-TZVPD" multiplicity=3 homo_lumo_gap_ev="8.059 / 7.945" total_charge=0 total_energy_ha=-2004.68559 molar_mass_g_mol=633.73
O -3.40418 -3.38150 3.17000 -0.35
O 1.40423 2.14879 -3.23233 -0.38
O -1.61833 3.86168 1.61341 -0.57
O -2.49668 -2.79316 5.30796 -0.49
N 2.18062 1.87338 -4.24951 0.24
N -1.91802 -6.48468 2.58238 -0.60
N -2.42974 4.39678 0.73610 0.46
N 0.56971 -4.09267 5.57699 -0.66
N 0.94349 -4.82902 2.59898 -0.21
N -0.44869 -3.72341 0.96238 -0.35
N -1.12345 -1.07548 2.13728 -0.12
C -1.34363 -5.53524 2.44984 -0.58
C 3.62275 3.63124 -3.16756 -1.85
C -1.34450 -4.14169 0.14720 0.52
C -2.54669 4.89874 -1.70775 -1.86
C -2.75464 -3.50565 0.07793 -1.00
C -0.80315 6.02196 -0.29554 -1.32
C 2.65554 -0.53570 -3.68260 -1.31
C -1.11468 -5.26714 -0.88435 -1.31
C 1.97127 -4.29839 1.69722 -0.38
C 5.89329 -4.55691 1.91703 -1.03
C 2.42268 0.18686 -6.07533 -1.83
C -4.22223 -4.37751 3.89087 -0.20
C -5.05868 -5.22881 2.92640 -1.19
C 3.57222 2.27025 -3.88055 1.80
C 4.12685 -0.19562 -3.46238 -0.45
C -0.67538 3.60173 -0.87431 -2.15
C -0.75140 -3.21864 3.45015 2.19
C 4.47423 -4.50806 1.22814 -0.24
C 4.40532 2.50584 -5.15684 -1.69
C 1.94997 0.44557 -4.62698 1.87
C 4.26828 1.24251 -2.97655 -1.31
C -3.63892 5.12232 2.82216 -1.87
C 0.45374 0.09788 -4.66197 -1.92
C -4.48078 5.79599 0.66059 -1.65
C 3.36174 -4.74776 2.30173 -0.62
C -1.62976 7.18926 0.23748 -0.53
C -0.44473 -4.29677 2.31065 1.47
C -1.62615 4.74098 -0.47677 1.96
C -0.25787 -1.78091 3.10527 -1.99
C -2.33134 6.79107 1.53159 -1.26
C -1.46683 0.25452 2.71764 -0.94
C -3.16505 5.50695 1.41133 1.64
C 0.06035 -3.66437 4.67641 -0.72
B -2.28094 -3.15063 3.94773 0.31
H -0.56391 0.76661 3.11838 0.31
H 1.97254 -0.72513 -6.47122 0.47
H 5.40710 2.85511 -4.89868 0.44
H -2.67143 -1.83686 5.28413 0.32
H 4.36673 -3.51419 0.75061 0.19
H -1.70947 -6.13413 -0.51363 0.29
H -4.34617 6.16779 -0.35197 0.30
H -2.81663 -2.67430 0.80316 0.17
H -5.10387 4.90057 0.60888 0.38
H 0.11789 3.44221 -0.14348 0.39
H -3.50368 -5.04806 4.40795 0.28
H 3.94424 3.26943 -5.78689 0.38
H -4.48128 -5.99911 2.38522 0.23
H 3.49658 0.03275 -6.16340 0.33
H 2.57727 -1.55311 -4.07603 0.37
H -5.83930 -5.77124 3.49999 0.40
H -2.87524 -3.03017 -0.92381 0.48
H 2.01376 -3.19824 1.66432 0.10
H 4.55063 -0.87480 -2.71853 0.38
H -5.05514 6.56532 1.18086 0.44
H 0.30771 -0.91357 -5.04401 0.44
H -1.56929 6.66192 2.30802 0.37
H 4.65800 3.95225 -3.04080 0.43
H -0.97494 8.04363 0.42614 0.39
H 6.41522 -5.48927 1.62771 0.26
H 2.13120 1.00404 -6.73803 0.37
H -0.05689 -5.57200 -0.94723 0.28
H 4.33995 -5.27463 0.44118 0.34
H 0.02637 5.84027 0.39628 0.42
H -0.64668 -0.93695 1.25167 0.33
H 4.70518 -0.34752 -4.37825 0.31
H -2.23008 0.06521 3.49322 0.21
H 3.10543 4.40021 -3.74524 0.46
H 1.95404 -4.75084 0.68135 0.08
H -0.09336 0.78162 -5.31525 0.45
H -1.21967 2.66286 -1.00258 0.47
H -3.30884 4.11737 -1.73397 0.41
H 3.26067 -5.82835 2.53340 0.20
H -2.36013 7.52315 -0.50515 0.32
H -2.81199 5.01039 3.52361 0.35
H -5.56520 -4.61333 2.15343 0.26
H 0.87611 -5.83687 2.46722 0.40
H -0.17938 3.82560 -1.81936 0.51
H -4.28902 5.90000 3.22666 0.42
H -1.86004 0.91736 1.92032 0.33
H -0.00598 0.12417 -3.67376 0.31
H 5.32912 1.48887 -2.88337 0.40
H -0.27506 -1.21122 4.05960 0.71
H -1.97163 4.81909 -2.63183 0.42
H -1.52342 -4.99749 -1.87890 0.44
H 3.85321 1.30404 -1.96444 0.33
H -3.03915 5.86815 -1.76399 0.34
H -3.56378 -4.24905 0.19640 0.21
H 6.48821 -3.69306 1.56694 0.28
H -0.34706 6.30949 -1.24688 0.37
H 4.55445 1.61709 -5.76474 0.30
H 3.18222 3.59640 -2.17077 0.33
H -2.96642 7.61562 1.86593 0.40
H -4.20659 4.18947 2.80849 0.45
H 0.79277 -1.73372 2.75613 0.20
H 5.73223 -4.51949 3.00928 0.34
H -4.83970 -3.81088 4.60834 0.42
H 3.59875 -4.14824 3.19916 0.42
H 2.15299 -0.54689 -2.70932 0.35

---

11
Properties=species:S:1:pos:R:3:mulliken_charge:R:1 method="wB97M-V/def2-TZVPD" homo_lumo_gap_ev=10.888 smiles="[H]/N=C/OCC=O" total_charge=0 relative_energy_kj_mol=156.89 total_energy_ha=-322.51458 molar_mass_g_mol=87.08
O -1.37944 1.64088 -0.36723 -0.45
O 0.34232 -0.44592 -0.88107 -0.34
N 1.57598 0.21190 0.94772 -0.63
C -0.79029 -0.67898 -0.07387 -0.40
C -1.71323 0.52369 -0.05996 0.07
C 1.44239 0.05538 -0.29754 0.16
H 2.18282 0.25432 -1.07475 0.37
H -1.31171 -1.53486 -0.51370 0.31
H -0.51082 -0.91706 0.96121 0.33
H -2.74955 0.30114 0.28428 0.33
H 2.51323 0.55532 1.15288 0.25

---

115
Properties=species:S:1:pos:R:3:mulliken_charge:R:1 method="wB97M-V/def2-TZVPD" homo_lumo_gap_ev=8.997 total_charge=0 relative_energy_kj_mol=650.82 total_energy_ha=-2834.52914 molar_mass_g_mol=772.83
O -0.50441 4.24331 -9.03689 -0.64
O 7.70790 1.08269 6.92476 -0.67
O -4.20968 -5.29605 0.64253 -0.60
O 0.29445 -1.37024 8.43416 -0.62
O 1.99187 -4.72758 -9.26414 -0.38
O -7.04949 -0.76734 7.50845 -0.70
O 2.88481 6.76425 -3.55345 -0.64
O -2.41564 7.27222 -3.04058 -0.63
O 5.56911 -1.57500 -0.24456 -0.64
O -0.40659 0.91670 -0.41326 -0.34
O -0.05089 5.64503 6.28574 -0.67
O 0.13614 -7.68157 6.06010 -0.71
O 5.92908 2.67649 -1.73985 -0.64
O 1.74272 -3.91303 0.23596 -0.68
N 7.87290 0.99463 4.70199 -0.36
N -2.50863 4.18066 -8.09461 -0.39
N 7.50274 2.79092 5.47111 -0.42
N 2.88243 -1.25893 -8.46091 -0.75
N -2.11965 3.20112 -9.86509 -0.37
N -5.44750 -0.75999 5.84274 -0.39
N -0.46499 -0.09025 2.47109 -0.74
N 1.20917 -5.74657 -0.87807 -0.46
N -4.65859 -5.67493 -1.45144 -0.42
N 1.81971 0.25179 8.92626 -0.42
N -0.52702 -7.66549 3.94423 -0.36
N -5.88835 -4.20235 -0.38724 -0.40
N -3.57284 8.44142 -1.48756 -0.37
N 0.03853 -5.80157 4.81352 -0.38
N 0.25565 -3.93147 -1.40394 -0.37
N -4.61273 7.19268 -2.83414 -0.39
N -1.30577 6.34884 4.64281 -0.40
N -0.25405 0.69598 8.92975 -0.33
N -2.30022 5.48645 6.32391 -0.39
N -5.18597 -1.64881 7.70631 -0.31
C -1.23838 1.51784 0.58910 -0.73
C 2.61919 -3.15599 -6.87328 -1.59
C -1.59108 3.78696 -8.91232 0.62
C -1.16995 5.83585 5.83920 0.71
C 0.59204 -0.23614 8.67021 0.62
C -0.14827 1.82998 -1.50528 -0.81
C 1.86240 -3.30912 -9.22049 -0.86
C 1.02332 1.61072 1.93457 -1.46
C 1.03979 -5.51045 -8.62579 -0.79
C -0.52379 1.23383 1.95123 0.45
C 1.10017 -4.48344 -0.60377 0.70
C -4.91209 -5.09426 -0.28234 0.64
C 2.88397 -2.70655 -8.22007 0.67
C -5.96934 -1.04509 7.01479 0.62
C -0.11510 -7.06604 5.00461 0.66
C -3.41980 7.60588 -2.47462 0.66
C 7.72344 1.61490 5.80836 0.64
H -5.40594 -1.97890 8.63516 0.22
H -3.48130 3.92503 -8.18766 0.17
H 6.28837 -2.19965 -0.15130 0.32
H 0.10797 -5.55413 -9.18961 0.33
H -1.01883 1.95748 -2.14869 0.30
H 0.24411 2.75544 -1.08379 0.38
H 3.19187 6.22534 -4.28250 0.32
H -1.19637 0.49762 9.23432 0.21
H -5.91586 -0.05602 5.29031 0.22
H 2.07224 -6.14894 -0.54146 0.26
H 3.88421 -3.04514 -8.49020 0.31
H 1.16340 2.67454 1.74281 0.33
H 7.72252 1.50898 3.84588 0.15
H -0.39216 -4.51765 -1.91073 0.16
H 1.91020 -3.04985 -10.27813 0.39
H 0.10583 -2.93370 -1.35791 0.19
H 3.04942 -1.25528 -9.45700 0.31
H -5.36402 7.63182 -2.32148 0.15
H 2.61787 -0.33844 8.74012 0.23
H 0.63185 -4.94052 -7.79101 0.33
H -1.13365 1.86449 2.59810 0.30
H 4.78024 -2.09056 -0.07684 0.33
H -2.12190 5.18737 7.27199 0.23
H 0.82262 -6.02124 -1.76983 0.19
H 0.67700 1.41190 -2.08167 0.24
H 0.20464 -0.28297 3.20221 0.28
H -2.16727 0.94778 0.60613 0.31
H -0.71036 -6.97817 3.22725 0.16
H -4.58981 6.40639 -3.46765 0.22
H 3.33493 -2.65314 -6.22292 0.34
H 1.93033 6.70847 -3.59913 0.32
H 6.00291 2.80447 -2.68558 0.32
H 1.58569 1.37301 2.83753 0.42
H -5.28760 -5.55188 -2.23202 0.15
H 0.13112 -0.60500 1.83880 0.24
H -2.26247 6.33066 4.31957 0.14
H 1.91083 -0.99450 -8.38234 0.30
H -1.48283 2.52131 0.24071 0.47
H 5.52711 1.81296 -1.64519 0.32
H 2.53686 -4.22683 -6.68723 0.34
H -0.36904 -5.33463 4.01605 0.18
H 0.90654 -2.97227 -8.81929 0.44
H -3.93261 -6.37670 -1.42741 0.22
H 0.06299 1.65410 8.96964 0.14
H -0.60086 -8.67165 3.99193 0.22
H 1.81079 1.23677 8.70295 0.18
H -1.63228 2.99657 -10.72575 0.22
H 7.02934 3.00417 4.60478 0.22
H -2.77900 8.95041 -1.12583 0.22
H 1.46665 1.12448 1.06559 0.37
H -0.51006 6.60529 4.07608 0.21
H -4.36982 -2.03113 7.25041 0.15
H -6.41267 -4.11591 -1.24614 0.17
H -5.84880 -3.43082 0.26336 0.23
H -2.23644 4.93692 -7.48297 0.21
H 0.21327 -5.24127 5.63550 0.23
H -4.51401 8.69330 -1.22136 0.14
H 1.40416 -6.48256 -8.29360 0.26
H 1.68843 -2.66649 -6.58663 0.36
H 7.95736 -0.00962 4.63527 0.20
H -3.18792 5.47984 5.84219 0.19
H -2.88329 2.67513 -9.46474 0.18
H -4.47432 -0.96981 5.67246 0.19
H 7.19713 3.32024 6.27517 0.24

---

9
Properties=species:S:1:pos:R:3:mulliken_charge:R:1 method="wB97M-V/def2-TZVPD" homo_lumo_gap_ev=6.894 total_charge=0 relative_energy_kj_mol=283.04 total_energy_ha=-912.95268 molar_mass_g_mol=104.20
S -0.58589 -1.93853 0.60841 -0.23
S -0.35151 1.97982 1.35764 -0.22
C -0.20328 0.34695 1.30256 -0.50
C 0.08999 -0.45496 0.25562 0.53
C 0.34248 -0.06887 -1.17742 -0.74
H 1.56259 -0.04442 -1.33805 0.24
H 0.04140 1.25685 -1.16390 0.26
H -0.20941 -0.88367 -1.90460 0.29
H -0.68637 -0.19318 2.05973 0.37

---

72
Properties=species:S:1:pos:R:3:mulliken_charge:R:1 method="wB97M-V/def2-TZVPD" homo_lumo_gap_ev=5.895 total_charge=0 relative_energy_kj_mol=13.87 total_energy_ha=-2570.39306 molar_mass_g_mol=655.68
In 0.18979 0.04746 -0.11805 2.22
S 0.50449 0.48761 3.12269 0.59
Si 0.77249 2.50876 -0.97626 0.30
Si 2.35515 -0.76390 -1.33998 -0.11
O 1.21911 -0.25229 2.01299 -0.67
N -1.81400 0.62910 0.93107 -0.16
N -0.82272 -1.98507 0.34341 -0.17
N -8.37839 -4.24631 4.61616 -0.53
C -0.25869 2.87791 -2.53766 -1.29
C 3.15382 0.92210 -1.76244 0.35
C 3.64014 -1.64676 -0.24401 -1.26
C -5.09411 -3.16305 4.13219 -0.89
C -1.95915 -2.36842 1.03544 0.39
C 4.51906 3.21985 -2.62752 -0.81
C -7.46190 -3.77831 4.10402 -0.09
C 1.15559 2.20519 3.11776 -0.09
C -2.14129 1.91360 1.04349 0.06
C -2.90525 -1.49125 1.55091 1.45
C -0.17525 -3.09571 0.02932 -0.08
C 3.24138 3.30937 -2.10170 -0.43
C -6.42489 -2.67815 2.17692 -0.88
C -3.83674 0.81132 1.97005 -0.65
C 2.20641 -1.69461 -2.99479 -1.25
C -0.85356 -4.24808 0.49222 -1.44
C -6.31848 -3.20020 3.46566 0.61
C -3.98784 -2.61339 3.51042 -0.01
C 2.53397 2.18385 -1.66133 0.53
C 1.63088 1.39095 5.37065 -0.61
C -2.85594 -0.09391 1.48209 0.06
C -4.08824 -2.08848 2.22623 -1.04
C -5.31463 -2.12376 1.56761 -0.02
C 4.45885 0.85635 -2.26575 -0.43
C 2.11061 2.36637 4.29784 -0.71
C -1.98064 -3.79313 1.12989 -0.48
C 1.44251 0.07150 4.64088 -0.80
C 0.91064 4.18972 -0.05551 -1.59
C -3.38313 2.08148 1.68536 -1.58
C 5.14026 1.98097 -2.69811 -0.79
H -5.38735 -1.71465 0.56798 0.50
H 4.95691 -0.10751 -2.32445 0.27
H -5.02235 -3.56545 5.13346 0.44
H 4.43038 -2.10600 -0.84233 0.42
H -0.27539 2.00134 -3.18945 0.32
H 1.82699 4.25848 0.53365 0.44
H 2.34278 1.30286 6.19154 0.38
H -3.86882 3.02045 1.89666 0.46
H 1.63046 2.32891 2.14653 -0.24
H -7.37589 -2.71217 1.66317 0.45
H -1.47313 2.67524 0.66431 0.09
H 2.38879 -0.33882 4.28565 0.28
H -4.76087 0.54082 2.45649 0.57
H 2.12506 3.39345 4.66176 0.37
H -0.52824 -5.26861 0.37184 0.44
H 0.67720 1.72667 5.78691 0.27
H 0.06637 4.36481 0.61680 0.40
H 3.18707 -1.79897 -3.46552 0.34
H -1.29210 3.13958 -2.29586 0.36
H 0.89974 -0.68350 5.20620 0.41
H 0.91605 5.00324 -0.78408 0.44
H 2.77742 4.28880 -2.03687 0.28
H 0.29891 2.87599 3.18334 0.43
H 5.02579 4.10871 -2.98378 0.40
H -2.75114 -4.38215 1.60195 0.54
H 1.55927 -1.14568 -3.68136 0.32
H -3.03417 -2.58985 4.02230 0.53
H 3.18327 -2.42211 0.37441 0.30
H 3.12456 2.10262 3.99257 0.32
H 6.14584 1.89226 -3.09138 0.38
H 0.17946 3.70560 -3.10094 0.36
H 0.74942 -3.04505 -0.52968 0.34
H 1.78601 -2.69434 -2.86368 0.34
H 4.09826 -0.91615 0.42460 0.35

---

| no. | maximum force (eV/A) |
| --- | --- |
| 1 | 7.67 |
| 2 | 0.35 |
| 3 | 5.84 |
| 4 | 0.76 |
| 5 | 12.61 |
| 6 | 5.82 |
| 7 | 0.78 |